Model A:
{"formula": "C3H3I2N", "method": "wB97M-V/def2-TZVPD", "elements": ["C", "C", "C", "N", "I", "I", "H", "H", "H"], "xyz": [[-0.445, -0.207, 1.575], [-0.138, 0.051, -1.070], [0.389, 0.011, 0.382], [-1.141, -0.144, 2.495], [-1.551, 1.796, -1.222], [1.913, -1.755, 0.182], [0.624, 0.118, -1.819], [-0.858, -0.648, -1.183], [1.207, 0.779, 0.659]], "homo_energy_ev": -10.00, "orbital_gap_ev": 8.763, "smiles": "N#C[C@@H](I)CI"}

---

Model B:
{"formula": "C3H3I2N", "method": "wB97M-V/def2-TZVPD", "elements": ["C", "C", "C", "N", "I", "I", "H", "H", "H"], "xyz": [[-1.780, -1.390, -0.455], [-1.069, -0.552, 0.011], [-0.428, 0.625, 0.424], [1.497, 0.361, -0.605], [2.449, 2.213, -0.404], [2.633, -1.133, 0.131], [-2.417, -2.205, -0.466], [-0.332, 0.614, 1.562], [-0.554, 1.465, -0.197]], "homo_energy_ev": [-8.27, -8.55], "orbital_gap_ev": [6.882, 7.190]}

---

What is the stability order? It is model A, model B, from most stable to least stable.